No. 1
Entry from OMol25: a cluster of 2 separate species, CH3N2O5S2 in total in a non-equilibrium geometry (ωB97M-V with the def2-TZVPD basis set).

CARTESIAN COORDINATES (ANGSTROEM)
C: 1.76395 -0.11129 0.68570
N: 1.28455 0.82444 -0.20170
N: 1.31527 -1.47354 0.55086
O: -1.54083 -2.17672 -0.59324
O: 2.78822 0.07206 1.34988
O: -2.84391 -1.08224 0.92343
O: -1.34772 0.23438 -0.50760
O: -0.53607 -0.89938 1.43471
S: 1.19692 -1.97806 -0.90982
S: -1.55565 -0.86998 0.39817
H: 0.35178 0.54857 -0.65511
H: 1.35985 1.73150 0.20713
H: -2.33970 -2.60982 -0.15541

Its largest force on an atom is 3.578 eV/A. The calculation puts the HOMO energy (alpha / beta) at -4.48 / -4.48 eV. For the total energy, the calculation gives -35974.11293 eV. As for the charge: -1. For the LUMO energy (alpha / beta), the calculation gives 2.833 / 2.833 eV. The relative energy (zero: lowest compared OMol25 entry of this formula, charge and spin) is 0.1 kcal per mole.



No. 2
Entry from OMol25: an isolated molecule of CH3N2OP in a non-equilibrium geometry (ωB97M-V with the def2-TZVPD basis set).

CARTESIAN COORDINATES (ANGSTROEM)
C: 0.18608 -0.74733 0.51352
N: -1.11937 0.04234 -0.09633
N: 1.48360 0.21388 0.32719
O: 0.22426 2.40021 -0.97860
P: 0.31666 1.08965 -0.36002
H: 0.00655 -0.92807 1.56871
H: 0.34821 -1.67191 -0.02846
H: -1.44599 -0.39879 -0.94601

Its largest force on an atom is 5.545 eV/A. The calculation puts the HOMO energy (alpha / beta) at -10.52 / -10.52 eV. For the total energy, the calculation gives -15400.41316 eV. For the LUMO energy (alpha / beta), the calculation gives 0.037 / 0.038 eV. The relative energy (zero: lowest compared OMol25 entry of this formula, charge and spin) is 42.3 kcal per mole.



No. 3
Entry from OMol25: the ion CH3N2OS with charge +1 in a non-equilibrium geometry (ωB97M-V with the def2-TZVPD basis set).

CARTESIAN COORDINATES (ANGSTROEM)
C: -0.51238 0.08407 0.60106
N: -0.34355 -1.11444 0.34743
N: 0.19102 0.91941 -0.16900
O: 1.05357 0.36953 -1.07520
S: 0.78145 -1.03512 -1.80364
H: -0.99482 0.59274 1.40552
H: -0.61189 -1.79198 0.93400
H: 0.43659 1.97579 -0.24017

Its largest force on an atom is 4.528 eV/A. The calculation puts the HOMO energy (alpha / beta) at -14.82 / -14.82 eV. For the total energy, the calculation gives -16935.97157 eV. As for the charge: +1. For the LUMO energy (alpha / beta), the calculation gives -7.677 / -7.523 eV. The relative energy (zero: lowest compared OMol25 entry of this formula, charge and spin) is 61.5 kcal per mole.



No. 4
Entry from OMol25: an isolated molecule of CH3N2PS in a non-equilibrium geometry (ωB97M-V with the def2-TZVPD basis set).

CARTESIAN COORDINATES (ANGSTROEM)
N: 1.46566 2.23771 0.29945
C: 0.61339 1.54051 -0.02779
P: -0.49047 0.11786 -0.49504
N: 0.07445 -1.07202 0.47101
S: -1.03894 -0.44232 -2.20614
H: -1.43724 0.46291 0.43280
H: 0.80177 -1.79224 0.06374
H: 0.01139 -1.05240 1.46196

Its largest force on an atom is 4.643 eV/A. The calculation puts the HOMO energy at -10.00 eV. For the total energy, the calculation gives -24189.46783 eV. For the LUMO energy, the calculation gives 0.428 eV. The relative energy (zero: lowest compared OMol25 entry of this formula, charge and spin) is 13.1 kcal per mole. Its SMILES is N#C[P@H](N)=S.



No. 5
Entry from OMol25: a cluster of 2 separate species, CH3N3O in total in a non-equilibrium geometry (ωB97M-V with the def2-TZVPD basis set).

CARTESIAN COORDINATES (ANGSTROEM)
C: -3.58831 -0.08392 0.17090
N: 0.48936 0.02329 -0.09650
N: 0.06344 -1.08113 -0.18900
N: -2.45219 -0.29215 0.04984
O: -4.66073 0.31982 0.17034
H: 1.37464 0.32014 -0.29828
H: -0.04122 0.89288 0.19585
H: -1.55294 -0.84634 -0.21190

Its largest force on an atom is 4.164 eV/A. The calculation puts the HOMO energy at -9.58 eV. For the total energy, the calculation gives -7600.56990 eV. For the LUMO energy, the calculation gives 0.155 eV. The relative energy (zero: lowest compared OMol25 entry of this formula, charge and spin) is 69.9 kcal per mole.



No. 6
Entry from OMol25: an isolated molecule of CH3N3O in a non-equilibrium geometry (ωB97M-V with the def2-TZVPD basis set).

CARTESIAN COORDINATES (ANGSTROEM)
C: -0.60040 0.32524 -0.07895
N: 0.52391 0.91693 -0.03644
N: -2.05519 1.32649 -0.07164
N: 2.75512 0.62531 -0.00638
O: 1.58416 0.10362 -0.23624
H: -0.81594 -0.72877 -0.16467
H: -2.78389 0.61509 0.00667
H: 3.43191 -0.09796 -0.26985

Its largest force on an atom is 5.223 eV/A. The calculation puts the HOMO energy (alpha / beta) at -10.61 / -9.14 eV. For the total energy, the calculation gives -7595.45634 eV. For the LUMO energy (alpha / beta), the calculation gives -0.129 / -1.303 eV. The relative energy (zero: lowest compared OMol25 entry of this formula, charge and spin) is 187.9 kcal per mole.